Record 1
{"formula": "C27H72F9N12O13P4S3Zr", "method": "ωB97M-V with the def2-TZVPD basis set", "e_tot_ha": -6212.85063, "homo_energy_ev": -8.81, "largest_force_ha_per_bohr": 0.1491, "total_charge": 1, "multiplicity": 1, "species": ["Zr", "C", "F", "F", "F", "S", "O", "O", "O", "C", "F", "F", "F", "S", "O", "O", "O", "C", "F", "F", "F", "S", "O", "O", "O", "O", "P", "N", "C", "C", "N", "C", "C", "N", "C", "C", "H", "H", "H", "H", "H", "H", "H", "H", "H", "H", "H", "H", "H", "H", "H", "H", "H", "H", "O", "P", "N", "C", "C", "N", "C", "C", "N", "C", "C", "H", "H", "H", "H", "H", "H", "H", "H", "H", "H", "H", "H", "H", "H", "H", "H", "H", "H", "O", "P", "N", "C", "C", "N", "C", "C", "N", "C", "C", "H", "H", "H", "H", "H", "H", "H", "H", "H", "H", "H", "H", "H", "H", "H", "H", "H", "H", "O", "P", "N", "C", "C", "N", "C", "C", "N", "C", "C", "H", "H", "H", "H", "H", "H", "H", "H", "H", "H", "H", "H", "H", "H", "H", "H", "H", "H"], "coordinates": [[1.82614, 2.22685, -3.64224], [4.63591, 2.51136, -0.37434], [4.41386, 1.22583, -0.34803], [4.13596, 2.86241, 0.84118], [6.00091, 2.60981, -0.41859], [3.74583, 3.58340, -1.74915], [3.78737, 2.87785, -3.01009], [2.32690, 3.33412, -1.66386], [4.17531, 4.96017, -1.79057], [-0.31668, -1.54572, -1.58065], [-0.33464, -2.49199, -0.64694], [0.45589, -1.97623, -2.63474], [-1.49957, -1.27500, -2.06882], [0.45307, 0.12419, -0.90883], [-0.62609, 0.75798, -0.18151], [1.52111, -0.28821, 0.02214], [0.94868, 0.86857, -2.11103], [-0.41350, 0.76100, -7.52672], [0.12283, -0.43450, -7.82763], [0.28745, 1.62129, -8.25552], [-1.66121, 0.73100, -8.04069], [-0.24613, 1.18016, -5.64008], [0.47579, 2.46625, -5.38205], [-1.56016, 1.19295, -5.05476], [0.76018, 0.44281, -4.77943], [-3.21174, -3.29976, 4.18372], [-4.54568, -3.23300, 3.56444], [-5.46434, -1.93006, 4.18194], [-5.13533, -1.18246, 5.44939], [-6.61436, -1.42829, 3.39539], [-5.68599, -4.55061, 3.81090], [-5.72941, -5.28271, 5.08764], [-6.92427, -4.54132, 3.03776], [-4.47427, -2.99201, 1.84766], [-4.44245, -4.18166, 0.96589], [-3.68389, -1.94464, 1.14452], [-5.91920, -0.46092, 5.67969], [-4.30396, -0.49434, 5.29636], [-5.04357, -1.84755, 6.30807], [-6.49094, -1.57437, 2.32230], [-6.82323, -0.36309, 3.49449], [-7.53683, -1.96226, 3.62345], [-6.48606, -4.95313, 5.79966], [-5.81258, -6.35916, 4.93783], [-4.75876, -5.01207, 5.50318], [-7.13642, -3.66991, 2.41830], [-6.84085, -5.44421, 2.43284], [-7.72539, -4.89226, 3.68825], [-4.66288, -4.00927, -0.08758], [-3.45859, -4.64948, 1.00132], [-5.14793, -4.96461, 1.24407], [-3.66814, -1.01655, 1.71592], [-3.92456, -1.91107, 0.08195], [-2.65670, -2.29843, 1.23291], [0.94271, 1.22951, 6.15588], [1.53110, 0.15323, 5.38688], [0.36633, -0.73943, 4.49667], [0.58696, -2.04502, 3.87764], [-0.91626, -0.02567, 4.06879], [2.56959, -1.05882, 6.12002], [3.68212, -0.39437, 6.86303], [2.01835, -2.23490, 6.67170], [2.40520, 0.75270, 4.03364], [2.14635, 2.09027, 3.51239], [3.26888, 0.00624, 3.15195], [0.13554, -2.10824, 2.88753], [0.03154, -2.82137, 4.40384], [1.66232, -2.19985, 3.96548], [-1.84539, -0.54324, 4.30738], [-0.97805, -0.04772, 2.98076], [-0.93193, 0.99105, 4.46139], [3.46281, 0.12435, 7.79626], [4.45926, -1.13999, 7.03096], [4.15035, 0.28142, 6.14736], [2.61323, -2.61028, 7.50436], [1.03086, -2.08508, 7.10818], [1.86263, -3.00628, 5.91749], [1.55915, 1.97293, 2.60160], [1.63726, 2.73393, 4.22976], [3.05319, 2.62127, 3.22295], [3.96736, -0.65300, 3.66735], [3.91718, 0.70492, 2.62312], [2.70330, -0.61936, 2.46141], [-0.04281, 3.19190, -2.80477], [-1.01463, 3.98753, -2.03927], [-1.51888, 5.42687, -2.80187], [-1.89038, 5.54958, -4.21364], [-2.11901, 6.53504, -1.96705], [-0.60629, 4.45757, -0.40108], [0.42003, 5.38518, -0.15037], [-0.64442, 3.44918, 0.69103], [-2.57015, 3.35570, -1.78495], [-3.14521, 2.34577, -2.64007], [-3.59258, 3.86818, -0.76156], [-1.05392, 6.05882, -4.69228], [-2.86446, 6.03582, -4.26696], [-2.15863, 4.57051, -4.61059], [-1.92703, 6.50713, -0.89445], [-3.20153, 6.43222, -1.89179], [-1.90740, 7.57446, -2.21793], [0.46868, 5.38978, 0.93853], [1.35607, 5.08401, -0.62071], [0.16593, 6.38462, -0.50344], [0.20185, 2.76430, 0.74466], [-0.74150, 4.03375, 1.60588], [-1.54295, 2.83235, 0.67505], [-2.95267, 2.63000, -3.67459], [-2.59785, 1.43931, -2.38156], [-4.22177, 2.22944, -2.51522], [-4.57391, 4.05879, -1.19601], [-3.15352, 4.71667, -0.23677], [-3.75725, 3.04867, -0.06201], [3.09596, 0.29346, -3.56933], [3.64642, -1.10891, -3.81769], [3.28453, -1.88143, -5.29761], [1.98254, -2.34127, -5.60463], [4.30796, -2.08550, -6.40699], [3.26471, -2.19281, -2.51026], [3.69192, -1.90895, -1.12240], [3.12478, -3.64928, -2.83169], [5.36430, -1.16004, -3.58171], [6.07777, 0.04080, -3.45724], [6.14042, -2.33370, -3.80471], [1.87243, -3.37410, -5.93514], [1.60223, -1.62851, -6.33637], [1.28792, -2.23805, -4.77100], [4.91081, -2.94702, -6.11984], [5.06636, -1.30791, -6.31609], [3.94516, -2.15389, -7.43257], [3.96185, -0.86027, -0.99788], [2.85684, -2.13317, -0.45872], [4.45923, -2.63492, -0.85352], [4.02859, -4.25191, -2.74191], [2.43468, -4.13676, -2.14305], [2.67569, -3.77093, -3.81740], [6.59367, 0.06196, -2.49730], [6.77523, 0.21521, -4.27653], [5.40032, 0.89307, -3.40420], [7.02270, -2.16098, -4.42103], [5.47265, -3.12379, -4.14813], [6.63922, -2.66995, -2.89574]]}

Record 2
{"formula": "C26H62BO17", "method": "ωB97M-V with the def2-TZVPD basis set", "e_tot_ha": -2331.87933, "homo_energy_ev": [1.10, -2.76], "s2": 0.754, "largest_force_ha_per_bohr": 0.1164, "total_charge": -2, "multiplicity": 2, "species": ["O", "C", "O", "B", "O", "C", "O", "O", "C", "O", "C", "O", "O", "C", "C", "C", "O", "H", "H", "H", "H", "H", "H", "H", "H", "C", "C", "C", "O", "H", "H", "H", "H", "H", "H", "H", "H", "C", "C", "C", "O", "H", "H", "H", "H", "H", "H", "H", "H", "C", "C", "C", "O", "H", "H", "H", "H", "H", "H", "H", "H", "C", "C", "C", "O", "H", "H", "H", "H", "H", "H", "H", "H", "C", "C", "O", "H", "H", "H", "H", "H", "H", "C", "C", "O", "H", "H", "H", "H", "H", "H", "C", "C", "O", "H", "H", "H", "H", "H", "H", "C", "O", "H", "H", "H", "H"], "coordinates": [[0.61147, -3.39222, -1.74066], [0.21708, -2.20896, -1.42513], [0.07903, -1.72471, -0.19038], [-0.54836, -0.37771, -0.22059], [-0.75824, -0.07971, -1.66006], [-0.38374, -1.10476, -2.43693], [-0.40261, -1.12897, -3.69073], [0.41060, 0.61203, 0.32483], [-0.19000, 1.15456, 1.37335], [0.25940, 2.05170, 2.09579], [-1.63648, 0.43018, 1.55100], [-1.83548, -0.27416, 0.54555], [-2.42471, 0.42249, 2.51781], [-3.63654, -3.17241, 0.54946], [-4.56299, -3.06935, 1.73302], [-5.89159, -2.52172, 1.18471], [-4.87421, -4.29530, 2.25142], [-4.05532, -3.91605, -0.12858], [-2.64207, -3.45794, 0.89238], [-3.54612, -2.28028, -0.07025], [-4.21013, -2.41543, 2.53050], [-6.55268, -3.18745, 0.62986], [-5.83444, -1.57857, 0.64129], [-6.45433, -2.06480, 1.99874], [-4.19131, -4.52614, 2.88543], [3.49854, 1.64815, -1.40066], [3.64901, 3.17169, -1.50555], [5.03386, 3.69757, -1.08911], [3.54852, 3.57149, -2.82475], [4.44783, 1.13340, -1.25242], [2.97839, 1.20591, -2.25036], [2.91238, 1.41964, -0.51055], [2.88449, 3.60733, -0.86227], [5.12288, 3.48967, -0.02283], [4.96372, 4.77312, -1.25150], [5.79811, 3.17739, -1.66656], [2.76703, 3.11854, -3.14987], [5.53141, -5.02295, 0.05167], [4.12225, -4.47960, 0.15378], [3.05999, -5.55854, -0.01456], [4.08582, -3.89516, 1.37374], [5.73693, -5.53632, -0.88765], [5.81844, -5.67501, 0.87661], [6.13359, -4.12684, 0.20157], [4.01027, -3.79444, -0.68654], [2.09497, -5.05382, -0.06054], [3.13569, -6.12100, 0.91604], [3.28408, -6.06905, -0.95118], [3.14298, -3.85656, 1.55027], [0.64862, 5.65617, 2.64586], [1.18411, 5.23473, 4.07200], [0.96611, 6.39302, 5.02261], [0.27087, 4.21694, 4.46091], [-0.36519, 6.02411, 2.80372], [0.61399, 4.81965, 1.94793], [1.31616, 6.41024, 2.22888], [2.15012, 4.73028, 4.09333], [1.38094, 6.11603, 5.99177], [-0.04637, 6.79253, 5.08077], [1.59801, 7.24626, 4.77603], [0.07424, 3.78151, 3.62823], [-1.10321, 3.34313, -2.52873], [-0.52163, 4.58638, -3.23781], [0.58504, 5.24274, -2.48905], [-0.16015, 4.25059, -4.54783], [-2.02188, 3.56645, -1.98623], [-0.28934, 2.83779, -2.00878], [-1.42839, 2.65482, -3.30884], [-1.29544, 5.34226, -3.37183], [1.04683, 6.19936, -2.73348], [1.43777, 4.56457, -2.45720], [0.28075, 5.47965, -1.46954], [0.31997, 3.43127, -4.40716], [2.44363, -0.88789, -7.73751], [2.12791, -1.63693, -6.47476], [1.23012, -0.79967, -5.70565], [1.64929, -0.20742, -8.04427], [2.73552, -1.68968, -8.41578], [3.37279, -0.33081, -7.61741], [2.99625, -1.76208, -5.82790], [1.70051, -2.61570, -6.69258], [0.56794, -1.34663, -5.27676], [-3.15430, -0.31876, 5.73906], [-3.60099, -1.80014, 5.94386], [-4.95251, -2.00311, 5.52454], [-2.08056, -0.13706, 5.69254], [-3.56182, 0.31227, 6.52889], [-3.61884, 0.06828, 4.83213], [-3.59061, -2.11459, 6.98746], [-2.99777, -2.47801, 5.33994], [-5.15657, -2.94086, 5.54847], [-1.08984, -3.72907, 2.88783], [0.03826, -4.30129, 2.02601], [1.07284, -3.33480, 1.92762], [-0.68677, -3.54960, 3.88454], [-2.01816, -4.28869, 3.00248], [-1.39068, -2.72611, 2.58505], [-0.30814, -4.38851, 0.99620], [0.46664, -5.28356, 2.22539], [0.91557, -2.83664, 1.12221], [-3.85949, 0.72259, -3.11667], [-4.78595, 0.83319, -4.12512], [-4.35416, 0.51558, -2.16769], [-3.15086, 0.01254, -3.54300], [-3.28638, 1.64036, -2.98502], [-5.02221, 1.76337, -4.14826]]}

- What is the formula in the second record?
  C26H62BO17